Record 1
Below is a molecular structure, C4H2OYb in a non-equilibrium geometry, with properties calculated with the ωB97M-V functional and the def2-TZVPD basis.

Output
Relative energy (zero: lowest compared OMol25 entry of this formula, charge and spin), eV: 1.437
HOMO energy (spin up / spin down), eV: -11.6565 / -11.3492
Energy, Ha: -1387.081360

Structure (ORCA input):
```
! wB97M-V def2-TZVPD RIJCOSX def2/J DEFGRID3
* xyz 1 2
C 1.16543 -0.25959 -0.00791
C 2.15098 -0.30297 -0.73375
H 3.02023 -0.24659 -1.36456
O -0.92361 1.78679 -0.23730
C -1.14608 0.63098 0.22596
C -0.22359 -0.42352 0.27953
H -0.55189 -1.39267 0.66573
Yb -3.49147 0.20757 1.17232
*
```

=====

Record 2
Below is a molecular structure, C2H5NOP2 in a non-equilibrium geometry, with properties calculated with the ωB97M-V functional and the def2-TZVPD basis.

Output
Relative energy (zero: lowest compared OMol25 entry of this formula, charge and spin), eV: 0.290
HOMO energy, eV: -8.1800
Energy, Ha: -891.862168

Structure (ORCA input):
```
! wB97M-V def2-TZVPD RIJCOSX def2/J DEFGRID3
* xyz 0 1
C -1.23061 -1.08813 0.32405
C 0.19668 -0.91557 0.22506
N 0.51990 0.32290 0.11484
O -1.71052 1.25461 -0.85808
P -1.29180 0.86792 0.47585
P 2.08248 1.05177 0.11628
H -1.75392 -1.22438 -0.61616
H -1.52764 -1.84945 1.04210
H 0.93252 -1.69584 0.43847
H 2.25444 0.94928 -1.26966
H 1.52849 2.32689 0.00725
*
```